The following is a DFT calculation (the ωB97M-V functional and the def2-TZVPD basis) of a structure of composition C24H34AsF6MoN4O7S4.

Values from the calculation:
Gap between HOMO and LUMO (spin up / spin down) = 6.5 / 7.0 eV
E_LUMO (spin up / spin down) = 2.55 / 2.53 eV
Multiplicity = 3
Electronic energy = -6176.6969 a.u.
Charge = -1
Energy above the lowest of the compared OMol25 structures with the same formula, charge and spin = 0.298 eV

Structure (XYZ):
```
81
C24H34AsF6MoN4O7S4 | the OMol25 dataset | the ωB97M-V functional and the def2-TZVPD basis
Mo -0.00113 0.25975 0.69318
C -2.64688 -2.62951 3.49189
C -2.19822 -1.56730 2.50942
S -0.46571 -1.32164 2.43919
C -3.04433 -0.85009 1.76437
C -4.54200 -0.96354 1.85558
S -2.46513 0.37409 0.64433
H -1.78647 -3.06616 3.99589
H -3.18311 -3.43978 2.99016
H -3.30669 -2.21648 4.25885
H -4.84636 -1.72383 2.57542
H -4.98940 -1.21591 0.89236
H -4.97596 -0.00933 2.16547
F 4.95929 1.47404 4.36880
C 4.44472 1.04192 3.21611
F 4.61114 1.99276 2.29783
F 5.12927 -0.03908 2.82778
S 2.67067 0.58882 3.41386
O 2.27047 0.19945 2.08490
O 2.68182 -0.38109 4.46432
N 2.05829 1.95908 3.92217
S 0.95724 2.79543 3.19011
O 0.26533 3.63072 4.11649
O 0.15800 2.08534 2.21173
C 1.91590 3.98239 2.15190
F 2.53753 3.34546 1.15811
F 2.82754 4.62697 2.87953
F 1.09030 4.88707 1.61389
C 4.91545 -4.46589 -1.57503
N 4.27339 -4.12697 -0.31981
C 4.92327 -4.21303 0.86085
C 4.30881 -3.91200 2.01974
C 2.94827 -3.46261 1.91370
N 2.31382 -3.32670 0.77303
C 2.90838 -3.71305 -0.38986
O 2.37912 -3.73130 -1.48455
N 2.27294 -3.14454 3.03541
H 5.94853 -4.74734 -1.37512
H 4.88844 -3.61489 -2.25375
H 4.39360 -5.29010 -2.05958
H 5.95492 -4.53965 0.82153
H 4.82112 -3.98003 2.96649
H 2.74842 -2.98291 3.89526
H 1.34707 -2.74081 2.92846
C 0.95011 3.57203 -1.55121
As -0.38456 2.21743 -1.14862
C -0.39108 1.27761 -2.84705
C -2.06416 3.24025 -1.24651
C -2.20238 4.08338 -2.47395
C -1.75520 5.40392 -2.49252
C -1.85323 6.17648 -3.63999
C -2.40225 5.64197 -4.79728
C -2.85553 4.33040 -4.79199
C -2.75697 3.56126 -3.64199
H 0.75310 4.02566 -2.52204
H 1.92276 3.08192 -1.55954
H 0.94977 4.33788 -0.77828
H -0.32677 1.97046 -3.68581
H -1.30968 0.69896 -2.91493
H 0.44688 0.58384 -2.84261
H -2.11948 3.84223 -0.33895
H -2.84714 2.48380 -1.18347
H -1.32578 5.82896 -1.59227
H -1.50079 7.20047 -3.62956
H -2.47915 6.24354 -5.69401
H -3.29010 3.90313 -5.68728
H -3.11630 2.53892 -3.64471
C -2.73727 -3.89178 -1.06231
C -3.54857 -2.71686 -1.59187
C -2.48263 -1.91238 -2.33968
O -1.28018 -2.11366 -1.62660
C -1.40903 -3.23321 -0.73682
H -2.61457 -4.64462 -1.84603
H -3.18518 -4.37706 -0.19445
H -3.94077 -2.10833 -0.76505
H -4.38617 -3.01675 -2.22438
H -2.71420 -0.84689 -2.36158
H -2.36430 -2.27830 -3.37074
H -1.37801 -2.86112 0.28935
H -0.54858 -3.88601 -0.89503
O 1.07579 -0.18527 -0.52061
```

=====

The following is a DFT calculation (the ωB97M-V functional and the def2-TZVPD basis) of a structure of composition C24H34F4N4PdSeSi.

Values from the calculation:
Gap between HOMO and LUMO (spin up / spin down) = 7.3 / 6.1 eV
E_LUMO (spin up / spin down) = 0.34 / -0.87 eV
Multiplicity = 3
Electronic energy = -4372.1662 a.u.
Charge = 0
Energy above the lowest of the compared OMol25 structures with the same formula, charge and spin = 0.336 eV

Structure (XYZ):
```
69
C24H34F4N4PdSeSi | the OMol25 dataset | the ωB97M-V functional and the def2-TZVPD basis
Pd 0.11849 -0.36522 -0.76757
C -0.15398 3.46991 -2.19343
C 0.90580 2.97177 -1.22911
N 0.39683 2.10774 -0.16261
C -0.75935 2.66764 0.55029
C -0.50392 3.97454 1.29363
C 1.49928 1.75857 0.73367
C 1.09538 0.82360 1.86076
N 0.24338 -0.26114 1.38853
C -0.05200 -1.27560 2.24148
C -0.94003 -2.29323 1.81525
F -1.46504 -2.21739 0.57204
C -1.30243 -3.37136 2.58571
F -2.13534 -4.28079 2.05012
C -0.84690 -3.54163 3.87929
C -0.00995 -2.55107 4.34488
F 0.46567 -2.62588 5.60040
C 0.37727 -1.46600 3.58058
F 1.18637 -0.57687 4.20547
H 0.32262 3.94870 -3.04917
H -0.81291 4.20564 -1.73192
H -0.76832 2.64836 -2.56365
H 1.44935 3.83169 -0.80707
H 1.65177 2.38655 -1.77750
H -1.11353 1.90056 1.23928
H -1.55981 2.80512 -0.17605
H 0.23871 3.85690 2.08355
H -1.42749 4.31529 1.76297
H -0.16266 4.76763 0.62534
H 1.97233 2.65227 1.16953
H 2.26177 1.27788 0.11810
H 0.58176 1.39849 2.64072
H 2.03039 0.48121 2.31411
H -1.13447 -4.38486 4.48711
C 1.87752 -3.19756 0.10952
N 2.59597 -2.23765 -0.71170
C 2.08531 -1.06244 -1.11616
Se -0.36323 -1.99307 -2.82019
N 3.05794 -0.48042 -1.85536
C 4.18568 -1.28503 -1.94859
C 5.40396 -1.13639 -2.59288
C 6.31551 -2.16925 -2.45395
C 6.01963 -3.30656 -1.69593
C 4.80166 -3.45135 -1.05339
C 3.88773 -2.41780 -1.19954
H 0.82393 -3.15380 -0.15525
H 2.00116 -2.97097 1.16794
H 2.25709 -4.19596 -0.09723
H 2.92315 0.39540 -2.32740
H 5.63432 -0.25693 -3.17921
H 7.27826 -2.09542 -2.94130
H 6.76007 -4.09023 -1.60954
H 4.57781 -4.33032 -0.46501
C -3.83459 -1.60530 -2.92065
Si -2.89887 -0.05667 -2.47905
C -2.94118 0.21557 -0.61781
C -3.69419 1.40796 -3.34400
C -1.10607 -0.18407 -3.05741
H -4.89956 -1.46938 -2.71520
H -3.47092 -2.44877 -2.33296
H -3.72014 -1.86288 -3.97565
H -3.44259 -0.61018 -0.11105
H -3.46757 1.14147 -0.37502
H -1.95002 0.30123 -0.14662
H -4.70806 1.58034 -2.97561
H -3.75431 1.24507 -4.42250
H -3.12590 2.32668 -3.17929
H -0.44431 0.53962 -2.51428
H -0.96102 0.15076 -4.08814
```

=====

The following is a DFT calculation (the ωB97M-V functional and the def2-TZVPD basis) of a structure of composition C24H34GaN2O2Si3.

Values from the calculation:
Gap between HOMO and LUMO = 8.6 eV
E_LUMO = -3.81 eV
Multiplicity = 1
Electronic energy = -3988.2284 a.u.
Charge = +1

Structure (XYZ):
```
66
C24H34GaN2O2Si3 | the OMol25 dataset | the ωB97M-V functional and the def2-TZVPD basis
Ga 0.38871 0.46207 0.96097
C -0.63262 -4.11370 1.39946
Si 0.09280 -2.43501 1.73698
C 1.95032 -2.49701 1.98331
C -0.55823 -1.85515 3.37810
C -0.27127 -1.24569 0.26726
Si -2.08774 -1.17677 -0.27073
C -2.43086 0.37915 -1.24376
C -3.22519 -1.11108 1.20221
C -2.47088 -2.65332 -1.33908
Si 0.90666 -1.55960 -1.14650
C 0.36423 -0.94679 -2.82407
C 1.45857 -3.31493 -1.40041
C 2.44623 -0.50619 -0.69388
C 3.70899 -0.64726 -1.25339
C 4.74794 0.16912 -0.83281
C 4.51931 1.12798 0.14656
C 3.25186 1.24315 0.66896
N 2.25436 0.44715 0.24961
H -0.26974 -4.82641 2.14929
H -0.38789 -4.50724 0.41290
H -1.72252 -4.07539 1.49297
H 2.19130 -3.22297 2.76686
H 2.30399 -1.52305 2.34199
H 2.52853 -2.76388 1.09459
H -0.23288 -2.58236 4.13055
H -1.64357 -1.79530 3.42913
H -0.14227 -0.88568 3.66256
H -2.43371 1.25259 -0.58084
H -3.42699 0.31664 -1.69420
H -1.71285 0.56083 -2.04690
H -2.85962 -0.39591 1.94561
H -3.33211 -2.08088 1.69342
H -4.22307 -0.78734 0.88989
H -1.83959 -2.68444 -2.23271
H -3.51266 -2.61396 -1.67591
H -2.33146 -3.59147 -0.79764
H -0.62269 -1.32867 -3.09729
H 1.07812 -1.31929 -3.56750
H 0.33367 0.14044 -2.90824
H 0.61374 -3.91791 -1.75179
H 1.86195 -3.78598 -0.50269
H 2.22668 -3.35308 -2.18155
H 3.87820 -1.40611 -2.00892
H 5.73647 0.05597 -1.25988
H 5.31107 1.77132 0.50318
H 3.00975 1.96228 1.44090
O -0.27969 2.57406 4.12920
C -0.08563 2.14048 3.03005
O 0.50642 1.00013 2.73009
C -0.54297 2.91103 1.80213
C -1.27336 4.09531 1.91971
C -1.65239 4.73546 0.77460
C -1.25445 4.23992 -0.48751
C -1.57582 4.88743 -1.70670
C -1.11448 4.39333 -2.89011
C -0.29799 3.23771 -2.91206
C 0.01342 2.58508 -1.75619
C -0.48070 3.06334 -0.52770
N -0.18370 2.39865 0.63650
H -1.52018 4.45456 2.90852
H -2.24768 5.63982 0.82003
H -2.18396 5.78453 -1.67759
H -1.35983 4.89097 -3.81909
H 0.08734 2.87734 -3.85784
H 0.65262 1.71200 -1.75261
```

=====

The following is a DFT calculation (the ωB97M-V functional and the def2-TZVPD basis) of a structure of composition C24H34N2O12Sr in a non-equilibrium geometry.

Values from the calculation:
Gap between HOMO and LUMO = 5.6 eV
E_LUMO = 3.91 eV
Multiplicity = 1
Electronic energy = -1978.0583 a.u.
Charge = -2
Energy above the lowest of the compared OMol25 structures with the same formula, charge and spin = 0.981 eV

Structure (XYZ):
```
73
C24H34N2O12Sr | the OMol25 dataset | the ωB97M-V functional and the def2-TZVPD basis
Sr 9.61650 23.72064 10.34415
C 6.01822 20.74762 9.29559
C 4.98729 20.05665 10.01412
C 5.04457 20.20502 11.58554
O 4.08058 19.72944 12.19502
C 6.08590 20.97543 12.14357
C 7.10073 21.57472 11.39280
C 6.96379 21.56554 9.87732
O 7.72951 22.20009 9.02791
O 7.83675 22.43658 11.99678
O 4.03735 19.46736 9.51461
H 5.97235 20.63617 8.21828
H 6.13726 21.05343 13.22196
C 13.45055 26.23321 11.17608
C 14.51478 27.10858 10.79870
C 15.50550 26.55617 9.70565
O 16.58532 27.16005 9.63269
C 15.16865 25.38226 8.96250
C 14.01392 24.68396 9.28126
C 13.15939 25.10063 10.45152
O 12.21127 24.33021 10.87212
O 13.65583 23.70094 8.54236
O 14.62867 28.28400 11.13829
H 12.78637 26.45422 11.99967
H 15.80136 25.08058 8.14208
C 10.35202 25.59565 13.41746
O 9.57876 25.41494 12.25481
C 8.45734 26.32908 12.34837
C 7.52331 26.42661 11.11476
N 7.24361 25.12676 10.50156
C 6.40980 25.27005 9.29337
C 5.01264 24.63358 9.33474
O 4.71141 24.16754 10.63913
C 3.64243 23.24467 10.60444
H 10.97900 26.49449 13.41190
H 11.13504 24.84310 13.51358
H 9.76837 25.62370 14.34027
H 8.81626 27.30292 12.68323
H 7.83193 25.90579 13.14340
H 8.03411 27.09939 10.42211
H 6.66900 27.00933 11.48021
H 6.69000 24.56851 11.15351
H 6.95778 24.83031 8.45948
H 6.27015 26.32792 9.04674
H 5.09535 23.79630 8.63417
H 4.21396 25.27672 8.95511
H 3.64054 22.53291 11.43771
H 3.94026 22.46550 9.88256
H 2.63138 23.59696 10.39972
C 9.55831 26.48212 7.86331
O 9.67594 25.10069 8.02537
C 10.11845 24.39939 6.85956
C 10.39649 22.90081 7.06326
N 10.87911 22.60516 8.42181
C 10.86043 21.21771 8.89332
C 11.54376 20.99248 10.23806
O 10.96790 21.85309 11.22706
C 11.50657 21.56987 12.50612
H 9.45288 27.04140 8.79123
H 8.67990 26.72390 7.25030
H 10.42101 26.94039 7.36751
H 11.04999 24.82752 6.45067
H 9.53172 24.72609 5.98992
H 11.19246 22.58111 6.38472
H 9.46651 22.35960 6.86890
H 11.86094 22.86736 8.27295
H 11.30672 20.56297 8.12686
H 9.85135 20.79587 8.90139
H 12.63473 21.13736 10.21089
H 11.63154 19.95120 10.57925
H 12.57453 21.36272 12.40855
H 10.85788 20.82294 12.97053
H 11.47290 22.46446 13.13188
```